Record 1
The following is a quantum chemistry calculation of a cluster of 26 separate species, C29H32Cl77FO3P in total at a distorted geometry, from the OMol25 dataset.

Total charge: -1
LUMO level (eV): 1.1
Orbital gap (hartree): 0.26283
Energy (Ha): -37225.88694
Highest occupied orbital energy (hartree): -0.2207

Last column: Löwdin charge in e.
Atoms and positions in Å:
O1 3.41 3.86 2.36  0.06
C1 2.97 3.66 1.20  -0.30
F1 3.10 2.44 0.47  0.01
C2 2.14 4.84 0.45  -0.02
C3 0.62 4.65 0.91  -0.38
C4 -0.35 5.93 1.04  -0.19
O2 -1.57 5.37 1.62  -0.42
P1 -1.75 3.72 1.05  0.05
Cl1 -3.46 3.45 2.35  0.07
Cl2 -2.08 1.67 0.41  0.04
O3 -0.20 3.68 0.22  -0.39
H1 2.62 5.82 0.75  0.13
H2 2.31 4.72 -0.68  0.13
H3 0.75 4.35 2.02  0.13
H4 0.13 6.66 1.80  0.13
H5 -0.58 6.33 -0.01  0.13
H6 -1.01 3.11 2.13  -0.09
H7 -2.54 4.05 -0.11  0.00
C5 -1.52 1.85 5.59  -1.53
Cl3 -2.97 1.09 4.91  0.51
Cl4 -0.37 2.24 4.30  0.53
Cl5 -1.95 3.30 6.50  0.50
H8 -1.05 1.14 6.26  0.01
C6 3.55 3.19 5.84  -1.50
Cl6 5.04 2.49 6.49  0.49
Cl7 2.13 2.50 6.65  0.49
Cl8 3.56 4.95 6.00  0.53
H9 3.49 2.94 4.78  0.00
C7 4.69 1.21 10.59  -1.49
Cl9 5.00 2.72 11.46  0.52
Cl10 3.65 1.51 9.19  0.50
Cl11 6.21 0.46 10.08  0.53
H10 4.18 0.53 11.26  -0.01
C8 6.15 -3.23 9.03  -1.53
Cl12 7.11 -3.45 7.56  0.53
Cl13 4.50 -3.81 8.79  0.54
Cl14 6.91 -4.08 10.39  0.51
H11 6.12 -2.17 9.27  -0.05
C9 -2.10 0.81 -3.60  -1.49
Cl15 -3.53 0.03 -4.28  0.46
Cl16 -0.96 1.24 -4.88  0.52
Cl17 -2.56 2.25 -2.67  0.52
H12 -1.61 0.11 -2.92  0.03
C10 5.96 0.53 0.23  -1.53
Cl18 6.60 2.11 0.69  0.53
Cl19 5.58 0.50 -1.50  0.53
Cl20 7.11 -0.75 0.64  0.54
H13 5.04 0.36 0.79  0.02
C11 -7.31 -0.42 -3.91  -1.51
Cl21 -6.30 -1.34 -5.03  0.45
Cl22 -9.02 -0.84 -4.13  0.54
Cl23 -6.80 -0.71 -2.24  0.53
H14 -7.19 0.64 -4.12  -0.03
C12 -1.41 4.44 -6.72  -1.54
Cl24 -2.84 3.65 -7.39  0.51
Cl25 -0.27 4.87 -8.00  0.53
Cl26 -1.87 5.87 -5.79  0.53
H15 -0.92 3.74 -6.04  -0.04
C13 -4.48 -3.44 -0.12  -1.55
Cl27 -3.86 -1.85 0.32  0.53
Cl28 -4.85 -3.50 -1.85  0.49
Cl29 -3.32 -4.71 0.31  0.50
H16 -5.40 -3.62 0.43  0.01
C14 -0.82 -2.07 -7.47  -1.53
Cl30 0.61 -2.00 -6.44  0.52
Cl31 -2.29 -1.91 -6.50  0.50
Cl32 -0.76 -0.83 -8.72  0.50
H17 -0.84 -3.05 -7.96  0.01
C15 -7.35 2.21 -7.65  -1.51
Cl33 -6.29 2.12 -6.23  0.54
Cl34 -7.30 0.69 -8.57  0.49
Cl35 -9.02 2.58 -7.16  0.52
H18 -7.00 3.01 -8.29  0.02
C16 -7.14 -3.24 -8.41  -1.53
Cl36 -5.70 -3.16 -7.38  0.48
Cl37 -8.60 -3.06 -7.43  0.53
Cl38 -7.08 -2.00 -9.67  0.49
H19 -7.16 -4.21 -8.89  -0.10
C17 -11.88 -2.32 -2.24  -1.56
Cl39 -11.05 -2.22 -0.68  0.52
Cl40 -11.85 -3.98 -2.85  0.51
Cl41 -13.54 -1.74 -2.10  0.51
H20 -11.35 -1.69 -2.95  -0.04
C18 9.21 -1.99 13.22  -1.53
Cl42 9.74 -3.53 12.53  0.51
Cl43 10.59 -1.07 13.82  0.52
Cl44 8.32 -1.05 12.01  0.49
H21 8.54 -2.20 14.05  0.02
C19 -1.76 -3.09 -12.31  -1.53
Cl45 -0.32 -3.00 -11.29  0.51
Cl46 -3.23 -2.92 -11.34  0.51
Cl47 -1.70 -1.84 -13.57  0.52
H22 -1.78 -4.06 -12.80  0.02
C20 -5.89 -7.04 -8.86  -1.56
Cl48 -4.97 -5.83 -9.78  0.53
Cl49 -7.58 -6.54 -8.70  0.58
Cl50 -5.77 -8.62 -9.63  0.51
H23 -5.46 -7.11 -7.87  -0.04
C21 2.80 2.57 14.44  -1.55
Cl51 3.61 2.65 16.01  0.51
Cl52 2.80 0.90 13.83  0.52
Cl53 1.15 3.18 14.56  0.51
H24 3.35 3.19 13.73  -0.09
C22 3.15 6.43 13.54  -1.49
Cl54 4.13 5.29 12.62  0.52
Cl55 1.49 6.47 12.92  0.53
Cl56 3.15 6.00 15.26  0.52
H25 3.58 7.42 13.44  0.02
C23 -1.17 5.79 -11.68  -1.54
Cl57 -0.26 7.01 -12.59  0.52
Cl58 -2.86 6.28 -11.52  0.54
Cl59 -1.05 4.21 -12.47  0.52
H26 -0.74 5.72 -10.68  -0.03
C24 7.70 -4.25 -0.43  -1.55
Cl60 8.65 -4.42 -1.91  0.52
Cl61 6.05 -4.84 -0.66  0.53
Cl62 8.48 -5.10 0.91  0.52
H27 7.65 -3.19 -0.18  -0.06
C25 -2.62 -9.54 -6.86  -1.51
Cl63 -0.90 -9.80 -7.20  0.53
Cl64 -3.24 -8.17 -7.78  0.55
Cl65 -3.55 -11.00 -7.22  0.52
H28 -2.73 -9.32 -5.80  0.02
C26 12.07 -5.87 -3.14  -1.56
Cl66 12.71 -4.29 -2.67  0.51
Cl67 11.68 -5.90 -4.86  0.51
Cl68 13.21 -7.15 -2.73  0.51
H29 11.15 -6.04 -2.58  -0.02
C27 -5.37 8.21 -13.43  -1.56
Cl69 -6.81 7.42 -14.10  0.52
Cl70 -4.23 8.64 -14.71  0.51
Cl71 -5.83 9.65 -12.50  0.52
H30 -4.89 7.51 -12.75  -0.06
C28 5.88 -7.60 9.40  -1.56
Cl72 6.86 -8.55 8.28  0.52
Cl73 4.16 -7.98 9.19  0.52
Cl74 6.38 -7.91 11.07  0.51
H31 6.03 -6.55 9.18  -0.04
C29 -1.16 1.31 11.87  -1.55
Cl75 -2.32 1.28 10.53  0.53
Cl76 -1.55 0.05 13.05  0.51
Cl77 0.49 1.10 11.26  0.49
H32 -1.22 2.27 12.36  0.00

***

Record 2
The following is a quantum chemistry calculation of a cluster of 6 separate species, C6H25NO6 in total at a distorted geometry, from the OMol25 dataset.

LUMO level (eV): 0.3
SMILES: COC[C@H](C)N.CCO.O.O.O.O
Orbital gap (hartree): 0.34355
Energy (Ha): -749.72703
Highest occupied orbital energy (hartree): -0.3338
ΔE to the lowest compared entry with this formula, charge and spin (kcal/mol): 61.0

Last column: natural (NBO) charge in e.
Atoms and positions in Å:
C1 -5.10 -3.19 2.94  -0.25
O1 -4.70 -2.60 1.69  -0.56
C2 -3.35 -2.19 1.58  -0.09
C3 -3.13 -1.12 0.44  -0.06
C4 -1.67 -0.83 -0.02  -0.62
N1 -3.73 0.12 0.94  -0.83
H1 -6.05 -3.64 2.65  0.20
H2 -5.22 -2.35 3.61  0.17
H3 -4.34 -3.86 3.34  0.17
H4 -2.83 -2.00 2.52  0.17
H5 -2.90 -3.09 1.17  0.16
H6 -3.72 -1.32 -0.45  0.20
H7 -1.04 -1.62 -0.41  0.22
H8 -1.13 -0.43 0.84  0.20
H9 -1.73 0.02 -0.70  0.21
H10 -4.54 -0.02 1.51  0.36
H11 -3.07 0.42 1.64  0.33
C5 4.86 1.69 -1.95  -0.64
C6 5.43 0.65 -1.01  -0.08
O2 6.04 -0.49 -1.69  -0.71
H12 5.50 1.96 -2.78  0.21
H13 4.71 2.63 -1.42  0.20
H14 3.87 1.44 -2.33  0.21
H15 4.62 0.34 -0.35  0.17
H16 6.16 1.22 -0.44  0.17
H17 5.25 -0.93 -2.03  0.47
O3 1.43 -1.61 -1.31  -0.97
H18 0.59 -1.91 -1.66  0.45
H19 1.35 -0.66 -1.26  0.50
O4 2.57 2.95 0.50  -0.95
H20 2.96 2.59 1.30  0.48
H21 3.09 3.73 0.31  0.48
O5 1.21 1.06 -1.09  -0.99
H22 1.72 1.74 -0.65  0.50
H23 0.36 1.47 -1.26  0.49
O6 -0.84 3.06 -1.35  -0.95
H24 -0.92 4.02 -1.34  0.48
H25 -1.73 2.74 -1.45  0.48

***

Record 3
The following is a quantum chemistry calculation of a structure of composition C24H60BCdF4K2N4O4S at a distorted geometry, from the OMol25 dataset.

Total charge: +1
LUMO level (eV): -5.5
Orbital gap (hartree): 0.13863
Energy (Ha): -3660.24214
Highest occupied orbital energy (hartree): -0.3398
ΔE to the lowest compared entry with this formula, charge and spin (kcal/mol): 254.9

Last column: Löwdin charge in e.
Atoms and positions in Å:
K1 0.92 2.70 -4.53  0.92
K2 4.21 -1.38 -1.33  0.88
Cd1 -3.31 1.49 3.39  1.50
S1 -0.88 2.03 0.30  0.07
O1 0.27 1.21 -0.12  -0.41
O2 -1.07 3.09 -0.64  -0.39
O3 -2.06 1.23 0.47  -0.40
O4 -0.82 2.52 1.67  -0.44
B1 -3.19 -0.82 6.02  -1.56
F1 -2.32 -1.08 5.04  0.15
F2 -2.94 0.44 6.43  0.13
F3 -4.40 -0.82 5.39  0.12
F4 -3.19 -1.70 7.08  0.14
C1 -1.71 0.95 -8.63  -0.09
C2 -1.91 -0.31 -7.84  -0.28
N1 -2.31 -0.09 -6.44  -0.19
C3 -3.80 0.34 -6.37  -0.21
C4 -4.17 0.95 -5.00  -0.08
C5 -1.95 -1.15 -5.52  -0.28
C6 -2.65 -2.48 -5.79  -0.08
H1 -2.68 1.45 -8.63  0.06
H2 -1.37 0.79 -9.65  0.08
H3 -0.98 1.64 -8.20  0.06
H4 -2.68 -1.00 -8.18  0.11
H5 -0.98 -0.88 -7.88  0.11
H6 -3.95 1.14 -7.09  0.09
H7 -4.55 -0.40 -6.64  0.10
H8 -4.04 0.28 -4.15  0.06
H9 -3.55 1.80 -4.75  0.07
H10 -5.23 1.21 -5.01  0.08
H11 -2.19 -0.80 -4.52  0.10
H12 -0.87 -1.27 -5.49  0.10
H13 -2.55 -2.97 -6.76  0.07
H14 -3.72 -2.27 -5.73  0.07
H15 -2.25 -3.21 -5.09  0.07
C7 -7.12 2.27 1.77  -0.10
C8 -6.53 3.68 1.86  -0.25
N2 -5.91 3.86 3.22  -0.17
C9 -5.19 5.12 3.11  -0.29
C10 -4.37 5.43 4.36  -0.09
C11 -6.85 3.75 4.39  -0.20
C12 -7.99 4.79 4.29  -0.07
H16 -6.41 1.45 1.93  0.06
H17 -7.39 2.12 0.72  0.07
H18 -8.03 2.10 2.35  0.07
H19 -5.86 3.79 1.02  0.12
H20 -7.33 4.41 1.71  0.11
H21 -5.89 5.94 2.90  0.11
H22 -4.44 5.11 2.32  0.12
H23 -3.67 6.25 4.19  0.08
H24 -3.77 4.56 4.63  0.06
H25 -4.96 5.79 5.20  0.07
H26 -7.26 2.76 4.58  0.11
H27 -6.22 4.07 5.22  0.10
H28 -8.56 4.78 5.22  0.08
H29 -7.55 5.79 4.29  0.07
H30 -8.64 4.67 3.42  0.07
C13 1.69 -5.01 1.05  -0.07
C14 2.87 -6.05 1.06  -0.25
N3 3.77 -5.90 -0.08  -0.18
C15 3.14 -6.49 -1.33  -0.24
C16 3.72 -6.03 -2.66  -0.09
C17 5.07 -6.58 0.18  -0.25
C18 6.01 -5.71 1.02  -0.09
H31 1.03 -5.06 0.18  0.06
H32 2.06 -3.99 1.15  0.06
H33 1.04 -5.19 1.91  0.07
H34 3.43 -5.89 1.98  0.10
H35 2.50 -7.07 1.14  0.12
H36 3.15 -7.58 -1.25  0.12
H37 2.10 -6.17 -1.38  0.10
H38 3.58 -5.00 -2.97  0.05
H39 4.80 -6.23 -2.69  0.06
H40 3.35 -6.61 -3.51  0.07
H41 5.57 -6.94 -0.72  0.11
H42 4.92 -7.49 0.76  0.11
H43 5.54 -5.40 1.95  0.07
H44 6.47 -4.86 0.51  0.06
H45 6.88 -6.34 1.20  0.07
C19 8.14 1.07 0.72  -0.09
C20 7.48 2.06 1.61  -0.28
N4 6.17 1.57 2.05  -0.22
C21 5.10 2.57 2.06  -0.23
C22 5.01 3.41 0.79  -0.09
C23 6.31 0.90 3.32  -0.24
C24 5.10 -0.07 3.52  -0.07
H46 8.78 1.64 0.06  0.08
H47 7.40 0.64 0.04  0.06
H48 8.63 0.35 1.37  0.08
H49 8.13 2.25 2.46  0.12
H50 7.37 2.99 1.04  0.10
H51 4.17 2.04 2.29  0.11
H52 5.38 3.25 2.86  0.12
H53 5.75 4.20 0.72  0.07
H54 5.02 2.84 -0.14  0.06
H55 4.08 3.96 0.80  0.08
H56 6.44 1.59 4.16  0.12
H57 7.17 0.23 3.33  0.11
H58 4.13 0.43 3.59  0.06
H59 5.28 -0.52 4.50  0.07
H60 5.05 -0.90 2.82  0.06